5 unconnected molecules or ions with the total composition C38H89BrClN2O19P4S2. Source: the OMol25 dataset; level of theory: ωB97M-V with the def2-TZVPD basis set.

Calculated values
Highest occupied orbital energy ... -0.4019 Eh
Calculated total energy ... -224090.7227 eV
ΔE to the lowest compared entry with this formula, charge and spin ... 473.9 kcal/mol
LUMO energy ... -4.87 eV
Charge ... +1

```
156
Properties=species:S:1:pos:R:3:forces:R:3:mulliken_charge:R:1
C -5.42937 0.65400 -6.69125 -0.45 -0.74 0.72 -0.94
C -4.65106 0.30070 -5.26380 0.08 0.75 -0.84 -0.46
C -3.95930 1.71465 -4.72429 0.47 -0.80 0.60 -0.36
C -4.30370 2.02172 -3.14012 -0.25 0.45 -0.74 0.39
C -5.73127 2.83447 -2.94281 0.66 0.24 0.97 -0.94
C -5.84516 3.14719 -1.31487 -1.13 -0.63 -0.39 1.12
C -6.62833 4.54617 -0.96564 0.57 0.07 0.02 -1.00
C -5.61004 5.72642 -0.36057 -1.41 0.08 0.31 -0.60
C -5.06637 5.35108 1.15964 0.45 -0.27 -1.06 -0.47
C -3.42931 5.39497 1.27618 -0.45 0.61 1.19 -0.53
C -2.95444 4.35216 2.45963 1.00 0.42 0.02 -0.75
C -1.46308 3.67551 2.11624 -1.80 0.63 0.68 -0.44
C -1.73028 2.62847 0.88772 -0.33 1.03 0.39 0.09
C -0.47698 1.66672 0.47807 -1.95 0.43 -2.87 -0.02
Br 0.99924 2.96149 0.15832 -0.22 -0.91 0.78 0.05
C -0.86633 1.18915 -1.05690 -1.23 -0.31 -0.33 0.45
C 0.32268 0.89805 -2.14559 -0.16 -0.94 -0.65 -0.20
C 0.48105 2.08161 -3.27902 1.05 0.15 0.04 -0.28
C 2.04898 1.99898 -3.82601 -1.46 -1.58 -0.11 -0.69
S 3.26163 2.98889 -2.78184 5.36 6.16 -2.03 0.99
O 2.74005 4.38727 -2.36346 0.49 -5.44 -0.44 -0.55
O 4.52531 3.24804 -3.69016 -4.66 -2.06 3.09 -0.61
O 3.86718 2.06041 -1.44596 -0.89 1.64 -0.97 -0.46
C -1.91310 -0.01420 -0.64180 0.75 1.76 -2.92 -0.22
N -1.19333 -0.74142 0.51389 -2.07 -1.32 -0.60 0.49
S -0.43518 -2.05042 -0.43502 3.13 -1.61 -0.57 -0.10
C -2.09895 -1.59652 1.40750 -2.68 -1.40 2.21 -0.54
C -3.42725 -0.83484 1.97420 -0.54 -0.46 0.87 -0.28
C -4.77818 -1.00191 1.03296 -0.58 1.79 0.27 -0.01
C -5.70576 0.34892 1.36943 0.40 0.17 0.71 -0.72
C -0.21997 0.23126 1.21778 3.11 2.19 0.91 0.79
Cl -0.44897 0.44767 3.08398 -0.74 -0.38 -1.98 -0.05
C 1.39742 -0.19811 1.22016 0.21 -0.20 0.74 -0.90
C 1.69779 -1.47918 2.25383 1.47 1.01 -0.17 0.17
N 3.01363 -2.08892 1.72591 -0.12 1.20 0.77 -0.72
H -5.96774 1.70604 -6.59934 1.32 -2.18 -0.30 0.27
H -6.30219 -0.14363 -6.82821 2.03 1.65 -0.07 0.29
H -4.65615 0.61883 -7.58998 -1.86 0.20 1.90 0.27
H -5.39795 -0.17200 -4.49220 1.36 1.17 -1.39 0.29
H -3.81019 -0.50933 -5.45929 -1.74 1.70 0.38 0.28
H -4.26967 2.63908 -5.40187 0.60 -2.04 1.52 0.40
H -2.78698 1.57300 -4.81789 -2.32 0.45 0.14 -0.23
H -4.31755 1.02424 -2.49697 -0.02 1.93 -1.38 -0.14
H -3.44084 2.70451 -2.71991 -1.72 -1.17 -0.67 0.14
H -6.67892 2.21183 -3.27625 2.10 1.23 0.53 0.23
H -5.71528 3.86805 -3.53560 0.09 -2.32 1.16 0.35
H -4.77632 3.08939 -0.84226 -1.91 0.28 -0.75 -0.74
H -6.49997 2.26078 -0.86644 1.59 1.80 -0.83 0.12
H -7.14093 4.92521 -1.96483 0.99 -0.68 2.18 0.36
H -7.46337 4.31297 -0.16589 1.65 0.66 -1.62 0.32
H -6.30373 6.68335 -0.23086 1.69 -1.85 -0.58 0.31
H -4.73686 5.94790 -1.12128 -1.74 -0.44 1.59 0.28
H -5.48597 6.13504 1.92396 0.61 -1.84 -1.40 0.45
H -5.43486 4.24187 1.39003 0.70 2.46 -0.24 0.11
H -3.14324 6.48446 1.66304 -0.48 -2.31 -1.00 0.37
H -2.86788 5.26010 0.25737 -1.21 -0.05 1.87 0.25
H -3.76640 3.52578 2.69539 1.67 1.60 -0.66 0.28
H -2.80346 4.98217 3.43318 -0.41 -1.26 -1.71 0.43
H -1.10093 3.20187 3.12027 -0.48 0.60 -2.14 0.24
H -0.77055 4.58711 1.85684 -1.19 -2.08 0.23 0.32
H -1.95520 3.30761 -0.06927 0.64 -1.62 2.08 0.24
H -2.75072 2.05675 1.09092 2.30 0.90 -0.23 -0.83
H -1.58744 1.90038 -1.68935 1.62 -1.00 1.96 -0.51
H 1.38526 0.71356 -1.69291 -2.15 0.38 -0.52 -0.19
H 0.03705 -0.10752 -2.72213 0.65 2.15 1.17 0.15
H 0.30532 3.16306 -2.86521 0.27 -2.12 -0.64 0.39
H -0.20772 1.92247 -4.21134 1.25 0.19 1.84 0.11
H 2.15857 2.41408 -4.93918 0.15 -0.68 2.74 0.36
H 2.37316 0.85454 -3.76071 -0.36 2.61 -0.31 0.38
H 4.44127 2.66025 -0.85577 -1.24 -0.75 -1.55 0.37
H -2.94160 0.49393 -0.42686 1.98 -1.41 0.06 -0.35
H -1.85899 -0.72376 -1.59811 -1.05 1.58 2.40 0.35
H -1.41482 -2.80153 -1.10075 0.06 1.33 1.05 0.28
H -2.49253 -2.53221 0.77934 0.89 2.33 1.32 0.32
H -1.50399 -2.07550 2.31959 -0.86 1.40 -2.26 0.22
H -3.70394 -1.37122 3.00454 0.73 1.12 -2.23 0.32
H -3.22819 0.30039 2.28514 -0.31 -2.48 -0.97 0.09
H -5.43493 -1.92934 1.31963 1.75 1.54 -0.61 0.28
H -4.53159 -0.96420 -0.12445 -0.49 -0.39 2.39 0.11
H -5.57467 0.62815 2.51868 -0.32 -0.72 -2.35 0.24
H -5.33016 1.30579 0.77730 -0.86 -2.09 1.08 -0.08
H -6.85113 0.16881 1.20509 2.29 0.38 0.06 0.43
H 1.82998 -0.36433 0.14719 -1.04 0.02 1.94 0.06
H 2.03868 0.69244 1.69287 -1.91 -1.68 -1.22 0.46
H 1.97644 -1.01432 3.30574 -1.34 -1.07 -1.99 0.31
H 0.81886 -2.25046 2.29159 1.86 1.40 -0.03 -0.03
H 3.50365 -2.61245 2.49703 -0.93 0.59 -0.71 0.30
H 3.65297 -1.25609 1.55012 -1.03 -1.39 0.25 0.28
C 4.60786 5.96705 -10.77582 0.61 0.73 -0.37 -0.65
O 3.48522 5.10736 -10.78698 2.62 -1.97 0.99 -0.30
P 3.39083 3.98691 -9.47216 -10.63 1.49 0.19 0.99
O 2.03411 3.49359 -9.98260 1.97 -0.35 -0.19 -0.62
O 3.17445 5.23758 -8.41863 1.71 -0.79 0.38 -0.27
C 1.98304 5.99900 -8.47871 -0.37 0.64 -0.33 -0.71
O 3.29645 2.86646 -8.15750 2.98 0.43 -1.81 -0.26
C 4.36247 2.94185 -7.23117 0.43 -0.04 0.87 -0.64
H 5.08676 5.93716 -11.75858 0.02 0.03 0.15 0.25
H 4.27463 6.99059 -10.57588 0.07 -0.11 0.03 0.23
H 5.33646 5.67295 -10.01393 0.01 0.32 -0.15 0.30
H 1.39249 5.79861 -9.37519 0.15 -0.17 0.07 0.37
H 2.25240 7.05791 -8.47370 -0.01 -0.06 0.05 0.26
H 1.38007 5.78596 -7.59227 0.10 -0.08 -0.06 0.23
H 4.17124 3.74215 -6.51355 0.18 0.03 0.00 0.28
H 5.30881 3.12345 -7.74788 0.10 -0.13 0.38 0.31
H 4.42669 1.99533 -6.69066 0.05 0.03 -0.10 0.25
C 4.24712 -1.83747 8.02044 0.02 0.55 0.97 -0.74
O 3.84754 -2.15338 6.70134 3.46 -0.21 -0.22 -0.25
P 4.71928 -3.44324 5.94674 -9.05 -3.62 -4.14 0.93
O 3.80940 -3.34738 4.71894 1.55 0.92 0.41 -0.63
O 4.08639 -4.51028 7.03385 1.89 0.26 0.21 -0.31
C 2.70022 -4.79385 7.00341 -0.76 0.16 0.30 -0.67
O 5.59100 -4.73293 5.19213 1.31 2.91 2.14 -0.19
C 6.60702 -5.31222 5.98731 0.80 -0.86 0.51 -0.80
H 4.41024 -0.75846 8.09241 0.04 -0.15 0.06 0.24
H 3.45003 -2.12166 8.71510 0.13 -0.01 -0.06 0.25
H 5.16820 -2.35783 8.30091 -0.22 0.16 0.23 0.32
H 2.13718 -4.10643 6.36856 0.22 -0.02 -0.04 0.30
H 2.31231 -4.71748 8.02202 0.04 -0.04 -0.05 0.25
H 2.55456 -5.81721 6.64810 0.13 0.10 -0.02 0.26
H 6.17065 -6.05186 6.66151 0.02 0.09 0.07 0.26
H 7.12839 -4.54395 6.56476 0.24 -0.36 -0.07 0.38
H 7.32263 -5.81435 5.33315 -0.02 0.19 0.04 0.29
C -6.01890 -5.00619 6.02764 -0.21 -0.10 1.08 -0.72
O -5.94622 -4.35496 4.77460 3.02 -1.74 0.13 -0.26
P -5.31044 -5.30508 3.47609 -7.47 4.14 -6.46 0.93
O -5.58202 -4.15930 2.49730 1.54 -0.40 1.12 -0.54
O -6.62432 -6.29914 3.55683 1.80 -0.92 0.56 -0.31
C -7.89825 -5.79815 3.19774 -0.83 0.38 0.22 -0.67
O -4.67463 -6.25507 2.17767 1.67 0.30 3.25 -0.25
C -4.29612 -7.57125 2.53062 0.20 -1.06 -0.13 -0.67
H -5.56159 -4.36556 6.78693 -0.04 -0.15 -0.04 0.25
H -7.06993 -5.16808 6.28799 0.14 -0.04 -0.04 0.24
H -5.50122 -5.97037 6.01434 -0.23 0.09 0.25 0.33
H -7.91459 -4.71187 3.08680 0.20 -0.12 -0.02 0.31
H -8.60847 -6.07479 3.98064 0.05 -0.02 -0.07 0.26
H -8.21140 -6.26314 2.25942 0.16 0.02 0.07 0.26
H -5.17368 -8.22080 2.52626 0.05 -0.01 0.13 0.24
H -3.82782 -7.58485 3.51856 0.08 -0.35 -0.18 0.32
H -3.58261 -7.94231 1.79212 -0.02 0.11 0.09 0.24
C 10.13679 -0.95727 1.53125 0.10 0.73 -0.64 -0.67
O 10.56386 -1.74513 2.62503 -3.35 0.53 0.48 -0.31
P 9.48585 -3.01349 3.09646 8.53 -6.33 1.78 1.04
O 10.49473 -3.48858 4.14576 -1.57 1.33 -0.15 -0.63
O 9.76041 -3.78286 1.66341 -1.92 0.67 0.06 -0.30
C 11.04122 -4.32356 1.39885 0.81 0.08 -0.32 -0.73
O 8.40790 -4.28171 3.56793 -1.19 3.34 -0.54 -0.18
C 7.22160 -4.37198 2.80327 -0.83 -0.70 -0.63 -0.67
H 10.22137 0.09917 1.80115 -0.07 -0.09 -0.09 0.25
H 10.78455 -1.15539 0.67113 -0.13 0.01 0.05 0.24
H 9.10004 -1.17397 1.25552 0.20 0.16 -0.22 0.30
H 11.79970 -3.99466 2.11238 -0.22 0.00 0.06 0.38
H 11.34787 -4.00531 0.39957 -0.04 -0.05 0.04 0.25
H 10.97674 -5.41456 1.41545 -0.09 0.11 0.07 0.26
H 7.41643 -4.92994 1.88525 0.02 0.17 -0.12 0.32
H 6.84411 -3.37507 2.55998 -0.33 -0.23 -0.05 0.31
H 6.46801 -4.90709 3.38458 0.20 0.28 -0.30 0.22
```
Forces are in eV/Å.